74
Properties=species:S:1:pos:R:3 method="wB97M-V/def2-TZVPD" e_tot_ha=-2769.15861 orbital_gap_ev="5.42 / 5.42" e_lumo_ev="-11.40 / -11.40" e_homo_ev="-16.8 / -16.8" total_charge=+3 spin_multiplicity=1
Ce -0.17992 -0.96203 -0.03503
C 2.22517 0.69915 5.05616
C 0.96350 0.35513 5.53053
C 0.02645 -0.21267 4.68848
C 0.37232 -0.40871 3.35161
C 1.63299 -0.07444 2.87062
C 2.56890 0.48047 3.72816
N -0.50803 -1.05385 2.43864
N -1.45951 -1.70009 2.94311
C -2.29546 -2.41310 2.06218
C -3.02557 -3.43285 2.65603
C -3.83532 -4.20542 1.83410
C -3.88743 -3.90647 0.48157
C -3.11416 -2.86475 -0.02094
N -2.31308 -2.11671 0.74653
H 2.94786 1.13097 5.73094
H 0.71564 0.52565 6.56589
H -0.95242 -0.48559 5.04878
H 1.91779 -0.29864 1.84603
H 3.56030 0.72154 3.37542
H -2.95091 -3.59375 3.71963
H -4.41820 -5.01610 2.24443
H -4.51587 -4.47005 -0.19172
H -3.13948 -2.62408 -1.07757
O 0.70730 6.39187 -0.13043
C 1.83098 5.61890 0.18414
C 1.44480 4.17092 0.14189
C 2.39423 3.15807 0.24053
C 1.98996 1.84040 0.20045
N 0.70523 1.45943 0.07461
C -0.21126 2.44501 -0.03249
C 0.12009 3.78916 -0.00475
C -1.61006 2.02706 -0.26495
C -2.67839 2.87472 -0.02245
C -3.95563 2.49649 -0.40786
C -5.12862 3.39880 -0.17465
O -4.68710 4.55496 0.47982
C -4.10762 1.26464 -1.04253
C -3.00805 0.44741 -1.19735
N -1.77528 0.79436 -0.79135
H 0.92887 7.32858 -0.09770
H 2.20883 5.83460 1.19621
H 2.66169 5.78255 -0.51717
H 3.44391 3.38405 0.34014
H 2.72580 1.05094 0.27210
H -0.63074 4.55233 -0.12648
H -2.53740 3.83421 0.44670
H -5.87245 2.84694 0.41915
H -5.58738 3.61908 -1.14892
H -5.40996 5.18549 0.56545
H -5.06792 0.93981 -1.40936
H -3.09293 -0.51107 -1.69233
C 4.55980 -3.17740 -2.33455
N 3.69473 -2.21090 -2.96366
C 3.65851 -2.09073 -4.42316
C 2.69785 -0.91379 -4.65452
N 2.08248 -0.75617 -3.32906
C 2.77794 -1.45246 -2.41609
S 2.52337 -1.38228 -0.70154
H 5.58099 -2.99156 -2.66395
H 4.25249 -4.18536 -2.63634
H 4.50291 -3.07287 -1.25421
H 3.28657 -3.02831 -4.84268
H 4.66558 -1.91034 -4.80173
H 1.93859 -1.13531 -5.40439
H 3.22329 0.00292 -4.93313
H 1.59447 0.08985 -3.07068
N -0.83574 -1.87020 -2.15805
C -0.33888 -2.93220 -2.08052
C 0.31614 -4.05125 -1.61172
C 1.11616 -4.92101 -2.36969
N 1.82528 -5.55350 -3.01170
C 0.39335 -3.82030 -0.23463
N 0.34769 -3.29015 0.80206

60
Properties=species:S:1:pos:R:3 method="wB97M-V/def2-TZVPD" e_tot_ha=-5200.00887 orbital_gap_ev="6.56 / 5.46" e_lumo_ev="-3.58 / -5.67" e_homo_ev="-10.1 / -11.1" s2=6.083 total_charge=+1 spin_multiplicity=5
Pt 0.34479 0.41158 0.04214
C 4.31935 0.57201 1.73484
C 3.15331 0.94557 1.05391
N 2.19770 0.08217 0.78233
C 2.31990 -1.21629 1.17836
C 3.43319 -1.65544 1.89841
C 4.45520 -0.71868 2.16340
C 3.45439 -2.99684 2.36041
C 2.38445 -3.82528 2.13470
C 1.27043 -3.39297 1.40636
C 1.23831 -2.10931 0.87192
N 0.24384 -1.53766 0.13789
C -0.93725 -2.07602 -0.32407
C -1.22287 -3.40929 -0.55375
C -2.50648 -3.79347 -0.97408
C -3.49669 -2.86626 -1.15979
C -3.22629 -1.48537 -0.98783
C -4.18730 -0.46700 -1.17942
C -3.83263 0.83984 -1.00144
C -2.50758 1.14985 -0.65926
N -1.59281 0.22049 -0.49795
C -1.93625 -1.09731 -0.61537
H 5.07656 1.31718 1.92797
H 2.98611 1.96302 0.72943
H 5.33198 -1.03122 2.71610
H 4.30972 -3.34262 2.92585
H 2.38546 -4.82831 2.53748
H 0.42099 -4.05048 1.31696
H -0.45842 -4.16338 -0.45015
H -2.70674 -4.84191 -1.14447
H -4.49126 -3.17276 -1.45622
H -5.19925 -0.73579 -1.45475
H -4.54628 1.64197 -1.11672
H -2.18897 2.17022 -0.51014
C -0.11593 4.48031 1.81719
C 0.15647 3.33508 0.97712
N 0.33418 2.41930 0.31755
H 0.59643 5.27698 1.61030
H -0.02948 4.15015 2.85326
H -1.13171 4.82441 1.63187
F -0.61079 0.06649 5.63222
C -1.36547 0.82424 4.83508
F -1.28394 2.09149 5.25901
F -2.63271 0.42473 4.94522
S -0.79886 0.70374 3.09106
O -0.94176 -0.70285 2.76610
O 0.57544 1.18027 3.13392
O -1.70271 1.59082 2.37365
F -1.27995 1.64444 -6.22686
C -0.87685 1.44134 -4.98672
C -0.33477 0.14026 -4.63340
F -0.55043 -0.33846 -3.41429
C 1.03644 0.48136 -5.04395
F 1.27049 0.32874 -6.33290
C 1.80528 1.37895 -4.22717
Se 2.42838 1.08472 -2.53825
C 0.98347 2.45896 -4.69880
F 1.19949 3.04795 -5.85980
C -0.39791 2.57289 -4.21263
F -0.62138 2.59343 -2.90184

72
Properties=species:S:1:pos:R:3 method="wB97M-V/def2-TZVPD" e_tot_ha=-2862.47702 orbital_gap_ev=6.28 e_lumo_ev=-3.97 e_homo_ev=-10.3 total_charge=+1 spin_multiplicity=1
N -3.81686 -3.55575 3.64609
C -3.14816 -4.51530 3.14446
C -2.04373 -4.33086 2.03508
C -2.46494 -3.33662 0.89389
C -3.33024 -3.80865 -0.21838
P -3.96043 -5.57292 -0.32215
N -5.04543 -5.88118 0.80438
C -3.70490 -2.83438 -1.27532
B -4.68065 -3.21737 -2.51741
O -4.22948 -4.02609 -3.58879
O -6.00805 -2.74827 -2.45712
C -3.20524 -1.43141 -1.26969
C -2.35420 -1.01043 -0.17057
C -1.99743 -1.93618 0.91850
C -1.11563 -1.36207 2.07302
O -1.25778 -1.69202 3.23660
C -0.01119 -0.35661 1.60037
C 1.32250 -0.30991 2.21816
C 1.62186 -1.31608 3.38719
C 3.13203 -1.79858 3.42748
C 3.40446 -2.99158 2.46456
O 2.54365 -3.60505 1.87624
O 4.71736 -3.42774 2.28148
C 2.29074 0.64110 1.68373
C 2.01711 1.56245 0.54937
C 3.21275 2.46350 0.10324
C 2.84862 3.95382 -0.20904
O 2.34962 4.69382 0.60502
C 3.18333 4.46056 -1.65055
C 3.24934 5.89568 -1.98376
C 3.60829 6.36022 -3.33420
C 3.91887 5.41865 -4.42325
C 3.81291 3.99040 -4.11870
C 3.45766 3.53076 -2.77806
C 0.67697 1.50818 -0.05779
C 0.29178 2.40699 -1.27257
C -0.45021 3.72624 -0.72833
C -0.25904 4.96656 -1.71293
F 0.43359 6.02221 -1.06868
C -0.33165 0.55585 0.47622
C -1.77975 0.43808 -0.08611
O -2.46292 1.36589 -0.45362
H -3.54475 -2.66405 3.19866
H -3.31000 -5.55770 3.53847
H -1.07355 -3.99072 2.48764
H -1.83631 -5.34772 1.58424
H -2.82229 -6.42945 -0.22306
H -4.57630 -5.83373 -1.59062
H -5.92663 -6.16828 0.36026
H -3.74793 -3.42611 -4.18995
H -6.05526 -1.83213 -2.79562
H -3.50915 -0.73346 -2.08153
H 1.32589 -0.83109 4.37700
H 1.01819 -2.25170 3.21616
H 3.29286 -2.20316 4.47312
H 3.85017 -0.95433 3.28844
H 4.69935 -3.84894 1.39763
H 3.30017 0.66632 2.16804
H 3.92950 2.49528 0.97758
H 3.75534 1.92804 -0.71467
H 3.02576 6.64558 -1.19461
H 3.66878 7.44765 -3.59323
H 4.22496 5.72848 -5.44789
H 4.02536 3.23509 -4.91513
H 3.40677 2.41727 -2.64321
H 1.17232 2.77833 -1.85211
H -0.47086 1.87412 -1.90050
H -0.06487 4.03690 0.28500
H -1.55322 3.58013 -0.62276
H -1.25846 5.38840 -2.02730
H 0.26386 4.66181 -2.66453
K 0.69978 0.11988 6.09800

75
Properties=species:S:1:pos:R:3 method="wB97M-V/def2-TZVPD" e_tot_ha=-6584.72916 orbital_gap_ev="7.47 / 7.50" e_lumo_ev="-0.17 / -0.15" e_homo_ev="-7.6 / -7.7" s2=12.665 spin_multiplicity=7
Tb -0.20169 0.02400 -0.07417
Br -0.59539 -2.36816 1.67509
C -1.53030 -3.40648 0.35895
C -2.26741 -4.45264 0.82974
C -2.96177 -5.26923 -0.08748
C -2.88617 -5.00318 -1.42054
C -2.12353 -3.91367 -1.90721
C -2.06447 -3.64360 -3.29668
C -1.33520 -2.58960 -3.75573
C -0.64596 -1.75036 -2.84693
C -0.64692 -1.94017 -1.48016
C -1.40797 -3.06560 -1.01644
H -2.31082 -4.65942 1.88823
H -3.54152 -6.10414 0.27806
H -3.40991 -5.62588 -2.13464
H -2.60083 -4.29192 -3.97710
H -1.28763 -2.38465 -4.81840
H -0.09438 -0.91764 -3.28103
I -1.97976 3.68696 -3.44773
C -0.15658 2.69413 -3.54564
C 0.66939 2.87174 -4.65720
C 1.87572 2.21963 -4.74768
I 3.04235 2.54279 -6.44503
C 2.30173 1.34708 -3.71343
C 3.50447 0.61753 -3.71638
C 3.80542 -0.21272 -2.66552
C 2.90202 -0.32123 -1.60667
N 1.76875 0.35203 -1.56382
C 1.45429 1.18056 -2.59003
C 0.19359 1.86820 -2.48420
O -0.56460 1.68111 -1.45254
H 0.35106 3.52951 -5.45290
H 4.18297 0.71521 -4.55259
H 4.72290 -0.78183 -2.64893
H 3.10860 -0.97343 -0.76617
O 3.59430 -0.63030 2.46233
C 3.35824 0.19964 3.49845
C 4.31759 0.23897 4.51175
C 4.14461 1.06319 5.60256
C 3.01347 1.86990 5.70671
C 2.06511 1.83321 4.70631
C 2.21085 1.00260 3.59094
C 1.16286 0.98020 2.54030
O 1.37483 0.24534 1.47940
N 0.10168 1.70688 2.73251
N -0.78509 1.70080 1.64507
C -1.76399 2.50014 1.83057
S -2.91896 2.84454 0.55853
C -4.13976 3.54993 1.69592
C -3.38087 4.36969 2.72074
S -1.98972 3.37851 3.33555
H 2.83951 -0.50952 1.84338
H 5.18881 -0.39198 4.41102
H 4.89719 1.08212 6.37998
H 2.88008 2.51964 6.56036
H 1.18074 2.45177 4.76059
H -4.70317 2.74825 2.17650
H -4.82052 4.16193 1.10603
H -4.00964 4.62169 3.57411
H -3.00006 5.28932 2.27549
C -4.44840 -0.58346 1.80710
N -4.71022 -0.31747 0.39849
C -6.07656 -0.23104 -0.08859
C -3.64469 -0.19149 -0.39712
C -3.78658 0.07180 -1.86483
O -2.51029 -0.31057 0.09566
H -5.38675 -0.54368 2.35319
H -3.75712 0.15936 2.20710
H -3.99181 -1.56560 1.93678
H -6.74984 -0.40865 0.74591
H -6.27724 -0.98550 -0.84916
H -6.29382 0.75593 -0.49860
H -4.80639 0.18867 -2.21189
H -3.30785 -0.75554 -2.39254
H -3.21199 0.97236 -2.09424

94
Properties=species:S:1:pos:R:3 method="wB97M-V/def2-TZVPD" e_tot_ha=-3417.37253 orbital_gap_ev=5.01 e_lumo_ev=-10.22 e_homo_ev=-15.2 total_charge=+3 spin_multiplicity=1
Bi 0.59886 -2.22463 -0.54340
P -1.07876 -1.57559 1.37503
P 2.62495 -0.65581 0.93656
P 1.56762 -4.19284 0.89359
H -1.22503 -5.40378 -5.02554
C -0.99747 -5.54290 -3.96450
C -2.05104 -5.74575 -3.17177
H -3.03806 -5.56835 -3.63372
C -2.21739 -0.36573 0.66429
C -0.45085 -0.81335 2.91725
C -2.05253 -3.00863 1.93786
C 4.23697 -0.63230 0.07096
C 2.40698 1.14062 1.22656
C 3.16230 -1.24081 2.60145
C 0.74743 -5.70444 0.29915
C 1.56962 -4.35267 2.71318
C 3.33746 -4.40052 0.49078
H 0.04567 -5.59098 -3.67936
H -2.04585 -6.21656 -2.18001
H -2.69183 -0.73517 -0.25523
H -1.64482 0.55565 0.44140
H -2.97693 -0.12211 1.41995
H -0.04684 0.19286 2.72901
H 0.31166 -1.44484 3.39834
H -1.30284 -0.72423 3.60953
H -2.59278 -3.46127 1.09141
H -2.77564 -2.62212 2.67182
H -1.40714 -3.76009 2.42108
H 5.04607 -0.37572 0.77352
H 4.17948 0.12698 -0.72184
H 4.42976 -1.61832 -0.37642
H 2.99131 1.49244 2.09263
H 1.33794 1.33528 1.41525
H 2.70698 1.70351 0.33016
H 3.91603 -0.54796 3.00342
H 3.61486 -2.23968 2.52330
H 2.30945 -1.27022 3.29427
H 1.19895 -6.56739 0.80995
H 0.87144 -5.80669 -0.78983
H -0.32742 -5.66437 0.53275
H 2.01137 -5.32976 2.95842
H 0.55606 -4.29820 3.12695
H 2.17024 -3.57180 3.19299
H 3.59717 -5.45464 0.65612
H 3.97691 -3.77658 1.13095
H 3.54065 -4.14257 -0.55705
C -1.38510 -2.60439 -3.21954
C -0.07374 -3.11187 -2.98258
C 0.97788 -2.72693 -3.85180
C 0.72547 -1.85097 -4.89469
C -0.57200 -1.37134 -5.12666
C -1.63697 -1.76738 -4.31482
S -2.77113 -3.19669 -2.30530
H -3.41288 -3.27832 -3.46171
H 0.00754 -4.00862 -2.34915
H 1.97891 -3.13741 -3.68774
H 1.56246 -1.51585 -5.51328
H -0.73897 -0.69036 -5.95931
H -2.66733 -1.45961 -4.52110
O -0.40642 1.82223 0.93644
P -0.71036 3.27699 0.64427
C -1.90752 3.92257 1.79932
C -2.24342 5.28469 1.74895
C -3.14914 5.80896 2.67347
C -3.71295 4.97290 3.64218
C -3.37607 3.61287 3.70516
C -2.46637 3.08887 2.77941
C 0.78557 4.24487 0.87067
C 1.20297 4.53408 2.17958
C 2.36715 5.27756 2.38337
C 3.11794 5.71556 1.28682
C 2.72531 5.38667 -0.01327
C 1.55817 4.64653 -0.22578
C -1.32566 3.45087 -1.03006
C -0.56862 2.91857 -2.09105
C -0.97936 3.13616 -3.40808
C -2.16644 3.83270 -3.65948
C -2.95987 4.28994 -2.60204
C -2.56489 4.05802 -1.28127
H -1.79290 5.93487 0.99650
H -3.42120 6.86746 2.62470
H -4.41895 5.39407 4.35914
H -3.81853 2.97221 4.47400
H -2.18250 2.03490 2.82327
H 0.60714 4.18018 3.02776
H 2.67082 5.51280 3.40092
H 4.01124 6.31508 1.45515
H 3.31325 5.71735 -0.86870
H 1.25330 4.37497 -1.23739
H 0.35200 2.36664 -1.88541
H -0.36992 2.75619 -4.22750
H -2.45143 4.04862 -4.68775
H -3.89663 4.81094 -2.79890
H -3.21081 4.37385 -0.45793

19
Properties=species:S:1:pos:R:3 method="wB97M-V/def2-TZVPD" e_tot_ha=-4108.23153 orbital_gap_ev="8.87 / 6.70" e_lumo_ev="-4.73 / -6.90" e_homo_ev="-13.6 / -13.6" s2=0.756 total_charge=+1 spin_multiplicity=2
Pt -1.02443 -0.90092 -1.03494
O 0.58412 2.99932 -1.00611
C 0.42770 1.73301 -0.72764
O -0.22540 0.99021 -1.44666
C 1.19467 1.35773 0.52093
O 0.96007 0.01082 0.87685
C 0.39878 -0.23898 2.07387
C -1.37666 0.00199 1.95159
O -1.75816 0.07640 3.07853
O -1.77684 0.07662 0.79843
H 0.10031 3.23662 -1.81703
H 0.93788 2.05810 1.31860
H 2.25699 1.47220 0.29353
H 0.68305 0.42560 2.88579
H 0.45423 -1.29807 2.30888
Cl -1.05288 -3.41280 -4.35604
Ge -0.41067 -2.41492 -2.64001
Cl -1.90193 -3.02054 -0.92646
Cl 1.52919 -3.15238 -2.15212

32
Properties=species:S:1:pos:R:3 method="wB97M-V/def2-TZVPD" e_tot_ha=-3065.63954 orbital_gap_ev="6.10 / 7.22" e_lumo_ev="-0.50 / -0.34" e_homo_ev="-6.6 / -7.6" s2=2.016 spin_multiplicity=3
C 0.26673 -1.73931 -1.53175
C 1.58851 -1.16542 -1.48309
C 1.54069 0.10981 -2.14497
C 0.17348 0.34635 -2.54592
C -0.61506 -0.77519 -2.12509
W 0.39105 0.30573 -0.32768
C 1.64332 -0.09981 1.33951
C 0.51554 -1.04671 1.68554
C 0.69573 -2.30621 2.21890
N -0.63095 -0.57996 1.13480
H 2.40031 0.72569 -2.38144
H 2.48243 -1.65282 -1.11488
H -0.17557 1.18140 -3.14223
H -1.67599 -0.91673 -2.30444
H 0.00264 -2.74893 -1.23438
H 2.59936 -0.62025 1.24603
H -1.54294 -0.99075 1.32655
H 1.71773 0.76266 2.00814
H 1.68873 -2.54237 2.58967
H -0.08997 -3.05541 2.10440
Se 0.56715 2.69792 -0.03205
C -0.54120 3.07512 1.52418
C 0.05194 3.76080 2.60329
C -0.72582 4.12037 3.70256
C -2.09366 3.80226 3.72980
C -2.67459 3.10190 2.66559
C -1.89998 2.73322 1.55980
H 1.11973 3.98837 2.56890
H -0.26695 4.64700 4.54396
H -2.70631 4.10758 4.58009
H -3.73529 2.83866 2.69306
H -2.33841 2.17846 0.72750